Molecular formula: C13H31BN5Sr
Method: DFT, ωB97M-V with the def2-TZVPD basis set

Each line ends with the Löwdin charge.
Positions of all 51 atoms, in Å:
Sr -2.074 -1.790 0.033  1.418
N 2.306 2.078 -0.863  0.038
C 3.154 2.505 0.269  -0.361
C 3.362 1.311 1.201  -0.102
C 2.099 0.947 1.971  -0.270
N 1.062 0.434 1.017  0.177
C 1.552 2.138 2.745  -0.105
C 1.307 3.369 1.876  -0.375
N 0.131 3.134 1.028  0.051
C 2.538 3.685 1.024  -0.111
H 2.856 1.542 -1.526  0.095
H 1.944 2.881 -1.363  0.088
H 1.069 1.055 0.181  0.104
H 4.138 2.830 -0.086  0.140
H 4.138 1.554 1.930  0.132
H 3.725 0.451 0.631  0.127
H 2.309 0.133 2.667  0.153
H 0.120 0.442 1.435  0.054
H 1.240 -0.521 0.692  0.084
H 2.284 2.386 3.517  0.133
H 0.631 1.859 3.265  0.122
H 1.154 4.220 2.551  0.140
H -0.058 3.951 0.458  0.084
H -0.692 2.989 1.604  0.077
H 3.309 4.084 1.689  0.128
H 2.303 4.490 0.321  0.121
C -4.997 0.006 -3.895  -0.024
C -4.168 -0.470 -2.797  -0.204
N -3.523 -0.851 -1.930  0.072
H -5.573 0.869 -3.567  0.099
H -5.678 -0.785 -4.203  0.099
H -4.365 0.288 -4.735  0.098
B -4.167 -1.066 2.108  -0.435
C -2.810 -0.240 2.153  -0.311
N -1.756 0.185 1.932  0.044
H -4.808 -0.629 1.177  0.020
H -4.740 -1.048 3.158  0.023
H -3.793 -2.220 1.857  -0.014
C 1.289 -3.812 -2.369  -0.097
C 0.047 -3.242 -1.684  -0.586
C -0.720 -4.391 -0.999  -0.126
C 0.372 -2.100 -0.689  -0.366
H 1.041 -4.573 -3.113  0.076
H 1.942 -4.268 -1.619  0.084
H 1.855 -3.022 -2.863  0.074
H -0.596 -2.843 -2.485  0.111
H -0.265 -4.630 -0.034  0.086
H -0.720 -5.302 -1.598  0.084
H -1.793 -4.196 -0.828  0.029
H 0.897 -1.315 -1.256  0.005
H 1.124 -2.503 0.013  0.017

## Properties
ΔE to the lowest compared entry with this formula, charge and spin, kJ/mol: 4.2
M, g mol⁻¹: 355.86
DFT total energy, eV: -22941.8446
Net charge: +1